## P
Molecular formula: C2H6N2O3S
Method: DFT, ωB97M-V with the def2-TZVPD basis set

The geometry in XYZ format:
```
14
Properties=species:S:1:pos:R:3:lowdin_charge:R:1
S 0.23 0.65 0.21 0.748
O -3.69 0.62 -0.41 0.057
O -2.26 -0.82 0.52 0.014
O 0.74 1.95 0.00 -0.369
N -2.58 0.20 -0.09 -0.508
N -1.50 0.97 -0.35 -0.107
C 0.66 -0.60 -1.14 -0.108
C 0.74 -0.12 1.61 -0.213
H 0.21 -1.11 1.72 0.052
H 1.37 -1.10 -0.55 0.010
H 0.89 0.47 2.48 0.008
H 1.22 -0.08 -2.01 0.112
H -1.65 1.90 -1.14 0.253
H -0.33 -1.07 -1.23 0.051
```

Values from the calculation:
**E_HOMO**: -9.35 eV
**SMILES string**: C=[S@](C)(=O)N[N+](=O)[O-]
**HOMO-LUMO gap**: 9.51 eV
**LUMO energy**: 0.159 eV

***

## Q
Molecular formula: C2H6N2O3S
Method: DFT, ωB97M-V with the def2-TZVPD basis set

The geometry in XYZ format:
```
14
Properties=species:S:1:pos:R:3:lowdin_charge:R:1
S -0.43 -0.61 -0.23 0.797
O 0.09 -1.73 -1.00 -0.346
O 3.05 -0.23 0.69 0.095
O 1.99 0.92 -0.77 0.031
N 2.05 0.26 0.25 -0.509
N 0.87 0.04 0.93 -0.041
C -1.71 -0.94 0.76 -0.253
C -0.68 1.09 -1.07 -0.086
H -1.72 1.30 -0.62 0.094
H -2.09 -0.15 1.22 -0.047
H 1.05 -0.50 1.80 0.136
H -2.03 -1.99 1.00 0.054
H -0.54 0.82 -2.13 0.078
H 0.10 1.72 -0.84 -0.002
```

Values from the calculation:
**E_HOMO**: -8.91 eV
**SMILES string**: C=[S@](C)(=O)N[N+](=O)[O-]
**HOMO-LUMO gap**: 8.95 eV
**LUMO energy**: 0.043 eV

***

Which of them is the most stable, and which is the least stable? Q and P, in that order.